1.
This record from the OMol25 dataset describes a molecular structure, C21H31KN3O2S2. The level of theory is ωB97M-V/def2-TZVPD.

Computed properties:
Energy in a.u.: -2529.6458
Relative energy (zero: lowest compared OMol25 entry of this formula, charge and spin) in kJ/mol: 125.1
Total charge: +1
M in g mol⁻¹: 460.7
Kohn-Sham gap in eV: 9.51

Geometry as XYZ:
```
60
Properties=species:S:1:pos:R:3:forces:R:3
K -0.058 0.566 0.508 -0.09 -2.45 -0.16
O 1.894 1.384 0.023 1.82 -0.04 -0.54
S 2.407 2.770 -0.002 0.02 1.62 0.34
C 0.928 3.818 -0.390 0.37 -0.24 0.18
C -0.133 3.821 0.694 -0.03 0.13 0.13
C -1.406 4.566 0.280 0.12 -0.18 0.12
C -2.282 3.824 -0.716 -0.25 -0.18 0.28
S -3.143 2.308 -0.090 -0.60 1.58 0.08
O -2.064 1.344 0.226 -1.33 0.04 -0.08
C -3.667 2.996 1.500 -0.22 -0.21 -0.23
C -4.712 3.907 1.534 0.01 -0.01 -0.03
C -5.161 4.382 2.756 0.01 0.04 -0.07
C -4.578 3.936 3.931 0.02 -0.01 0.11
C -3.536 3.022 3.891 -0.06 0.08 0.01
C -3.083 2.549 2.671 0.15 -0.17 -0.19
C 2.531 3.273 1.728 0.37 -0.02 -0.21
C 3.115 4.493 2.033 -0.02 -0.05 -0.07
C 3.233 4.878 3.358 -0.05 0.03 -0.01
C 2.774 4.042 4.364 -0.01 0.00 0.07
C 2.197 2.822 4.051 0.02 0.05 0.03
C 2.081 2.432 2.728 -0.01 -0.17 -0.25
H 0.556 3.388 -1.321 0.10 0.05 -0.16
H 1.303 4.824 -0.583 0.04 0.03 -0.09
H 0.270 4.312 1.584 -0.08 -0.14 -0.07
H -0.387 2.794 0.960 -0.04 0.44 0.23
H -1.119 5.527 -0.157 -0.12 0.01 0.00
H -1.989 4.778 1.181 0.07 0.12 -0.13
H -1.714 3.474 -1.576 -0.12 -0.08 -0.15
H -3.085 4.469 -1.065 -0.10 0.03 -0.16
H -5.177 4.243 0.621 -0.11 0.04 -0.17
H -5.972 5.096 2.792 -0.04 0.01 -0.02
H -4.950 4.294 4.879 0.02 0.03 0.07
H -3.083 2.670 4.806 0.01 -0.02 0.05
H -2.289 1.819 2.613 0.10 -0.08 0.03
H 3.475 5.133 1.243 0.12 0.14 -0.12
H 3.687 5.825 3.606 0.04 0.07 0.00
H 2.876 4.339 5.396 0.01 0.04 0.10
H 1.844 2.167 4.833 -0.03 -0.09 0.10
H 1.659 1.475 2.464 -0.03 -0.15 0.06
C 2.179 -1.903 2.376 -0.14 -0.16 -0.18
N 1.797 -1.330 3.644 0.00 0.03 0.04
C 2.914 -0.969 4.487 0.22 0.04 0.17
C 0.586 -0.722 3.747 -0.07 -0.06 0.53
N -0.146 -0.554 2.703 -0.19 -0.15 0.12
N 0.240 -0.310 5.029 -0.04 0.11 -0.21
C -0.822 0.663 5.143 0.07 -0.01 -0.04
C 0.260 -1.290 6.101 0.09 -0.02 0.20
H 2.947 -2.654 2.556 0.01 0.00 -0.07
H 2.574 -1.150 1.686 0.04 0.03 -0.02
H 1.308 -2.370 1.923 0.08 -0.05 -0.05
H 3.593 -0.296 3.952 0.04 -0.01 0.01
H 3.465 -1.869 4.761 0.05 0.04 0.05
H 2.581 -0.469 5.390 0.00 -0.02 0.00
H -1.093 -0.291 2.951 -0.06 -0.03 0.20
H -1.819 0.235 4.967 -0.02 0.03 0.04
H -0.641 1.469 4.432 -0.10 0.08 0.02
H -0.798 1.077 6.151 -0.07 0.02 0.00
H 0.808 -2.173 5.786 0.03 -0.03 0.05
H -0.760 -1.588 6.361 0.01 -0.05 0.00
H 0.735 -0.870 6.989 -0.02 -0.08 0.07
```
Forces are in eV/Å.

2.
This record from the OMol25 dataset describes 6 unconnected molecules or ions with the total composition C21H31N3O22S5. The level of theory is ωB97M-V/def2-TZVPD.

Computed properties:
Energy in a.u.: -4629.0798
SMILES string: CCCc1cnc2ccc(ON=O)cc2n1.O=S1(=O)OCCO1.O=S1(=O)OCCO1.O=S1(=O)OCCO1.O=S1(=O)OCCO1.O=S1(=O)OCCO1
M in g mol⁻¹: 837.8
Kohn-Sham gap in eV: 8.57

Geometry as XYZ:
```
82
Properties=species:S:1:pos:R:3:forces:R:3
C -2.624 4.204 -1.477 0.39 0.19 0.08
C -1.869 4.818 -2.663 -0.46 -0.06 0.06
C -1.652 3.844 -3.818 0.87 0.42 0.32
C -0.560 2.837 -3.540 -0.23 -0.16 0.22
C -0.232 1.871 -4.548 -0.07 -0.06 -0.35
N 0.704 0.972 -4.443 -0.17 0.49 0.49
C 1.394 1.019 -3.257 0.11 -0.18 -0.01
C 2.451 0.113 -3.044 0.12 -0.34 -0.21
C 3.164 0.118 -1.884 0.01 0.15 0.31
C 2.820 1.043 -0.876 0.18 -0.20 0.02
O 3.537 1.049 0.314 -0.27 -0.05 0.09
N 4.487 2.212 0.244 0.06 0.39 -0.30
O 4.154 3.050 0.953 0.14 -0.16 0.21
C 1.800 1.932 -1.041 -0.06 0.13 0.07
C 1.073 1.944 -2.245 -0.14 0.03 -0.20
N 0.070 2.861 -2.399 0.10 -0.16 -0.26
H -3.202 4.972 -0.971 -0.17 -0.10 -0.01
H -3.279 3.387 -1.779 -0.12 0.08 -0.04
H -1.926 3.809 -0.739 -0.03 -0.12 -0.04
H -2.431 5.675 -3.040 -0.05 -0.07 -0.09
H -0.913 5.217 -2.324 0.06 -0.06 -0.06
H -2.583 3.342 -4.081 0.02 -0.02 -0.15
H -1.288 4.423 -4.674 -0.30 -0.14 -0.22
H -0.800 1.893 -5.475 0.00 -0.05 0.01
H 2.695 -0.595 -3.825 -0.06 0.06 -0.08
H 3.986 -0.562 -1.707 0.00 -0.03 -0.03
H 1.528 2.636 -0.266 0.03 0.00 0.02
C -0.700 -3.185 -4.257 -0.21 0.15 -0.27
C -0.790 -1.971 -3.356 0.39 -0.01 0.12
O -1.946 -2.226 -2.539 -0.13 -0.09 -0.21
S -2.082 -3.789 -2.267 0.15 0.19 -0.15
O -1.512 -4.109 -1.007 -0.08 -0.17 0.04
O -3.397 -4.196 -2.605 -0.07 -0.01 0.15
O -1.070 -4.283 -3.404 0.14 0.07 0.13
H -1.415 -3.130 -5.080 0.00 0.02 0.01
H 0.298 -3.344 -4.653 0.03 -0.16 0.13
H -0.919 -1.046 -3.909 -0.19 0.02 0.08
H 0.082 -1.889 -2.705 0.01 0.01 -0.03
C 6.054 0.324 4.149 0.13 0.32 -0.15
C 5.501 -0.225 2.850 -0.30 -0.24 0.26
O 6.627 -0.851 2.225 0.14 0.23 0.05
S 7.598 -1.464 3.342 -0.12 0.05 0.01
O 7.320 -2.844 3.504 0.08 -0.03 0.05
O 8.911 -0.997 3.093 0.04 -0.06 -0.07
O 6.975 -0.681 4.592 -0.15 -0.14 -0.05
H 6.604 1.253 3.990 -0.02 0.01 -0.02
H 5.287 0.481 4.902 0.07 -0.16 0.11
H 5.094 0.544 2.206 0.14 -0.05 -0.17
H 4.739 -0.986 3.031 -0.02 0.03 0.01
C -2.719 -7.468 -2.458 0.02 0.16 0.36
C -1.444 -8.238 -2.193 0.15 0.02 -0.36
O -1.896 -9.487 -1.653 -0.14 0.12 0.15
S -3.294 -9.891 -2.317 0.08 0.14 -0.01
O -3.067 -10.797 -3.385 -0.10 -0.04 -0.02
O -4.208 -10.194 -1.277 0.01 -0.11 0.02
O -3.638 -8.460 -2.939 0.18 -0.09 -0.12
H -3.124 -7.035 -1.541 0.01 0.03 -0.01
H -2.591 -6.688 -3.202 -0.16 -0.11 -0.15
H -0.790 -7.740 -1.482 -0.06 -0.14 0.16
H -0.896 -8.439 -3.116 -0.01 0.03 -0.01
C -2.023 5.912 2.346 -0.02 0.35 0.23
C -2.284 5.091 3.593 0.04 -0.04 -0.39
O -3.722 5.043 3.678 0.02 0.32 -0.04
S -4.349 5.019 2.214 0.14 -0.06 0.10
O -4.632 3.680 1.840 -0.08 0.03 -0.13
O -5.337 6.032 2.126 -0.10 -0.06 0.03
O -3.036 5.484 1.425 0.06 -0.11 0.13
H -2.146 6.982 2.526 0.00 -0.01 0.02
H -1.039 5.726 1.923 -0.08 -0.11 -0.16
H -1.874 5.537 4.492 -0.19 -0.01 0.10
H -1.916 4.079 3.483 0.05 -0.02 -0.03
C -0.914 -0.056 4.201 0.25 0.04 -0.24
C 0.072 -0.224 5.339 -0.19 -0.27 0.17
O 0.192 1.098 5.892 0.03 0.08 -0.27
S -1.206 1.862 5.768 0.01 -0.14 -0.04
O -1.917 1.768 6.988 -0.06 0.10 0.01
O -0.971 3.124 5.155 0.22 -0.20 0.33
O -1.877 0.878 4.709 -0.01 -0.09 0.15
H -0.441 0.378 3.318 0.01 -0.01 0.01
H -1.410 -0.983 3.929 -0.17 0.07 0.08
H 1.045 -0.574 5.008 0.09 0.19 0.04
H -0.313 -0.889 6.114 -0.01 -0.02 -0.03
```
Forces are in eV/Å.

3.
This record from the OMol25 dataset describes C21H31N3O5S in the gas phase. The level of theory is ωB97M-V/def2-TZVPD.

Computed properties:
Energy in a.u.: -1757.5205
Relative energy (zero: lowest compared OMol25 entry of this formula, charge and spin) in kJ/mol: 61.5
SMILES string: CCCNC(=O)[C@H]1CC[C@H](CNS(=O)(=O)c2ccc3c(c2)N(C(C)=O)CCO3)CC1
M in g mol⁻¹: 437.6
Kohn-Sham gap in eV: 9.01

Geometry as XYZ:
```
61
Properties=species:S:1:pos:R:3:forces:R:3
C 4.562 -2.939 5.033 -0.20 -0.09 -0.12
H 4.151 -3.215 6.001 0.05 0.00 0.12
C 3.534 -3.167 3.934 0.25 0.13 -0.09
H 2.642 -2.568 4.131 -0.07 -0.04 -0.05
H 3.237 -4.219 3.922 -0.09 -0.01 -0.01
C 4.094 -2.784 2.563 -0.08 0.04 0.26
N 3.124 -2.983 1.509 0.19 -0.37 0.14
C 2.510 -1.969 0.870 -0.18 -0.57 -0.36
O 2.787 -0.800 1.077 0.03 0.43 0.06
C 1.425 -2.393 -0.111 0.00 0.47 0.11
C 1.517 -1.543 -1.380 0.04 -0.23 -0.09
C 0.317 -1.752 -2.296 -0.01 0.31 0.26
C -0.968 -1.442 -1.531 -0.14 -0.36 -0.17
C -1.095 -2.415 -0.361 0.09 0.34 0.05
C 0.074 -2.200 0.595 -0.07 -0.30 -0.10
H 0.026 -1.183 0.990 0.01 0.05 0.05
H 0.003 -2.890 1.441 0.01 0.05 0.07
H -1.099 -3.444 -0.727 -0.07 -0.12 -0.03
H -2.032 -2.240 0.171 -0.07 -0.05 0.00
C -2.207 -1.419 -2.438 0.15 -0.37 0.47
N -2.422 -0.144 -3.084 -0.57 0.78 0.08
S -3.376 0.971 -2.295 0.14 -0.04 -0.26
O -4.617 0.324 -1.986 0.17 -0.17 0.26
O -3.382 2.144 -3.114 0.38 0.05 0.07
C -2.533 1.310 -0.746 -0.38 -0.13 -0.41
C -1.251 1.819 -0.806 -0.05 0.24 -0.07
C -0.461 1.896 0.341 -0.36 -0.15 -0.21
C -1.082 1.581 1.569 -0.22 0.03 -0.02
C -2.384 1.095 1.609 0.26 0.05 -0.03
C -3.106 0.915 0.444 -0.07 -0.02 -0.01
H -4.099 0.498 0.441 -0.13 -0.07 0.08
H -2.796 0.851 2.574 -0.06 -0.02 0.12
O -0.456 1.740 2.769 -0.25 -0.32 -0.17
C 0.653 2.602 2.690 0.50 0.30 -0.22
C 1.604 2.155 1.590 0.04 -0.12 0.57
N 0.920 2.177 0.304 -0.05 0.20 0.13
C 1.665 2.121 -0.854 0.31 0.04 0.03
O 1.174 2.078 -1.963 -0.06 -0.06 -0.26
C 3.163 2.084 -0.674 0.04 -0.05 -0.19
H 3.606 1.969 -1.660 -0.07 0.02 0.01
H 3.447 1.239 -0.050 0.06 -0.02 0.10
H 3.538 3.004 -0.232 0.05 0.07 0.07
H 2.452 2.838 1.567 -0.07 -0.05 0.03
H 1.964 1.140 1.802 0.00 0.18 0.01
H 1.144 2.565 3.663 0.00 0.04 -0.14
H 0.310 3.628 2.493 0.01 -0.10 0.07
H -0.859 2.116 -1.763 0.13 -0.01 0.06
H -1.600 0.280 -3.483 0.12 0.23 -0.14
H -2.131 -2.193 -3.210 -0.08 0.00 0.08
H -3.116 -1.600 -1.861 0.06 -0.25 -0.01
H -0.860 -0.442 -1.106 0.02 -0.13 0.00
H 0.293 -2.782 -2.660 -0.06 -0.07 -0.10
H 0.411 -1.090 -3.159 0.04 -0.01 -0.13
H 1.568 -0.493 -1.091 0.03 0.00 0.00
H 2.442 -1.786 -1.908 0.06 0.08 0.01
H 1.544 -3.450 -0.371 0.02 -0.01 0.03
H 2.818 -3.929 1.342 -0.06 0.14 -0.13
H 4.359 -1.725 2.547 0.06 -0.14 0.00
H 4.988 -3.377 2.345 -0.01 0.09 0.03
H 5.452 -3.537 4.854 0.14 -0.04 0.04
H 4.853 -1.892 5.070 0.07 0.11 0.05
```
Forces are in eV/Å.

- Which of these has the highest Kohn-Sham gap?
  C21H31KN3O2S2

- Which formula does entry 3 have?
  C21H31N3O5S

- Which value of energy does entry 1 give?
  -2529.6458 a.u.